# C3H6N2O

The molecule C3H6N2O (wB97M-V/def2-TZVPD, the Open Molecules 2025 dataset).

Structure (XYZ):
```
12
Properties=species:S:1:pos:R:3:forces:R:3
C -1.6130 0.1593 -0.1727 -0.047 0.053 0.019
C -0.4492 1.0906 0.0439 0.048 0.404 -0.266
O -0.3734 2.1859 -0.4457 0.240 -0.499 0.224
N 0.6413 0.5084 0.8102 -0.083 -0.073 0.116
C 1.4938 -0.2879 0.0074 -0.045 -0.284 -0.058
N 1.3957 -1.5521 0.0691 0.225 0.389 -0.039
H -2.3716 0.6443 -0.7906 0.151 -0.109 0.119
H -1.2102 -0.7343 -0.6686 -0.230 0.099 0.129
H -2.0489 -0.1526 0.7807 0.056 -0.019 -0.088
H 0.2720 -0.1188 1.5236 -0.163 -0.008 -0.237
H 2.1940 0.2734 -0.6199 -0.227 -0.076 -0.012
H 2.0695 -2.0161 -0.5375 0.075 0.122 0.093
```
Forces are in eV/Å.

The multiplicity is 1. The energy relative to the best compared isomer or geometry (same formula, charge and spin) comes out at 28.2 kcal per mole. The value obtained for the HOMO energy is -10.07 eV. The LUMO energy is 0.96 eV. The value obtained for the gap between HOMO and LUMO is 11.03 eV. As for the charge: 0.

Atom charges from the natural (NBO) analysis, given in e for atoms 1 to 4: C -0.73; C 0.71; O -0.51; N -0.69